This record from OMol25 describes 3 unconnected molecules or ions with the total composition C15H19BF3N2O5P. The level of theory is ωB97M-V/def2-TZVPD.

Summary:
- calculated total energy (eV) = -47202.8998
- lowest unoccupied orbital energy (eV) = 0.59

Structure (XYZ):
```
46
Properties=species:S:1:pos:R:3:forces:R:3:nbo_charge:R:1
C -1.527841 2.785829 0.823378 -0.3 0.3 -0.5 -0.68
C -1.975592 1.694352 -0.157274 0.8 -0.1 0.6 0.49
F -2.315976 2.265465 -1.370655 -0.1 -0.2 0.3 -0.36
O -3.061189 0.945135 0.379272 0.0 0.9 0.0 -0.55
C -4.249633 0.925663 -0.296226 -0.2 -0.1 0.5 0.91
O -4.382348 0.408583 -1.361177 0.0 -0.5 -0.5 -0.56
N -5.301810 1.500806 0.424514 0.2 0.1 -0.3 -1.06
B -6.651452 0.909740 0.099475 -0.6 0.1 0.0 1.20
N -7.478378 1.381562 -0.960551 0.9 -0.4 -0.4 -1.10
O -7.097190 -0.130798 0.898355 0.3 0.2 0.2 -0.93
P -5.189266 3.212511 0.528195 0.0 -0.5 0.3 1.48
O -6.685333 3.370887 1.156348 -0.2 0.5 0.0 -0.99
O -5.585734 3.664074 -1.013461 0.5 0.3 -0.1 -1.02
H -0.498791 2.616368 1.141228 -0.2 -0.1 0.1 0.23
H -2.217521 2.862528 1.662543 0.2 -0.2 0.0 0.24
H -1.549560 3.747804 0.300442 0.0 -0.1 0.1 0.23
H -1.143211 0.996749 -0.305228 -0.3 0.0 -0.4 0.16
H -7.018371 2.012477 -1.606624 -0.1 0.0 0.1 0.40
H -7.876940 0.614159 -1.491752 -0.5 0.2 0.3 0.40
H -7.803524 0.137141 1.495993 0.0 -0.2 -0.2 0.51
H -7.163529 4.067423 0.680758 0.0 -0.2 0.2 0.51
H -4.763139 3.966266 -1.431246 -0.3 0.0 -0.1 0.50
F 2.352448 1.607945 -0.655317 0.0 0.0 0.0 -0.33
C 2.210376 0.422499 -1.287858 0.0 -0.1 0.0 0.39
C 2.842071 -0.690535 -0.771477 0.1 0.0 0.1 -0.29
C 2.685031 -1.905106 -1.424075 0.0 0.0 -0.1 -0.19
C 1.911741 -1.988135 -2.574622 0.0 0.0 0.0 -0.23
C 1.288232 -0.853212 -3.074357 0.1 -0.1 0.1 -0.19
C 1.434421 0.365496 -2.427267 -0.1 0.1 -0.1 -0.29
H 3.444088 -0.602730 0.123624 0.0 0.0 0.0 0.23
H 3.168988 -2.788168 -1.029209 0.0 0.0 0.0 0.23
H 1.794265 -2.937610 -3.079196 0.0 0.0 0.0 0.22
H 0.685068 -0.913694 -3.970144 0.0 0.0 0.0 0.22
H 0.952296 1.261764 -2.795128 0.0 0.0 0.0 0.23
F 4.397902 -4.144713 0.641772 0.0 0.0 0.0 -0.33
C 5.403477 -3.527573 1.298496 0.1 0.1 0.0 0.40
C 6.220268 -2.662827 0.598545 0.0 0.0 -0.1 -0.29
C 7.247831 -2.025070 1.278554 0.0 0.0 0.1 -0.19
C 7.445663 -2.263017 2.631664 0.0 0.0 0.0 -0.23
C 6.610373 -3.139733 3.310369 0.0 0.0 -0.1 -0.19
C 5.574914 -3.778989 2.644125 -0.1 -0.1 0.1 -0.29
H 6.050196 -2.496686 -0.457103 0.0 0.0 0.0 0.23
H 7.895193 -1.339945 0.747897 0.0 0.0 0.0 0.22
H 8.249796 -1.765197 3.156423 0.0 0.0 0.0 0.22
H 6.764002 -3.328695 4.364287 0.0 0.0 0.0 0.22
H 4.907685 -4.460791 3.153691 0.0 0.0 0.0 0.23
```
Forces are in eV/Å.

=====

This record from OMol25 describes a molecular structure, C15H19BF4IrN3O2Si. The level of theory is ωB97M-V/def2-TZVPD.

Summary:
- calculated total energy (eV) = -46693.1252
- lowest unoccupied orbital energy (spin up / spin down) (eV) = -5.40 / -5.56
- energy relative to the best compared isomer or geometry (same formula, charge and spin) (kcal/mol) = 13.0
- multiplicity = 2
- charge = +1

Structure (XYZ):
```
46
Properties=species:S:1:pos:R:3:forces:R:3:mulliken_spin:R:1
Ir 0.698784 -0.008471 -0.271109 1.2 0.3 0.1 0.53
O -0.166175 1.268172 3.369506 -0.1 0.1 0.0 0.03
C 0.049152 1.207193 2.195397 0.2 -0.4 -0.1 -0.01
N 0.255720 -0.022319 1.524443 -0.4 0.0 0.0 0.11
C 0.185865 -1.287797 2.244568 0.0 0.0 0.0 0.00
C 0.475239 -2.405043 1.276395 -0.1 0.0 0.1 0.00
C 0.533889 -3.728268 1.663848 0.0 -0.1 -0.1 0.01
C 0.783944 -4.697409 0.702633 0.0 0.1 0.1 0.00
C 0.960013 -4.320408 -0.619639 0.0 0.1 -0.1 0.00
C 0.891341 -2.981050 -0.944379 0.0 -0.1 0.0 0.01
N 0.657728 -2.055753 -0.011338 0.0 0.2 -0.1 0.00
C 0.244281 2.366231 1.272586 -0.2 0.1 0.1 0.02
C 0.103606 3.665493 1.695984 0.0 0.1 -0.1 0.00
C 0.291764 4.681047 0.761201 0.0 0.0 0.1 0.00
C 0.605612 4.348854 -0.542725 0.0 -0.1 -0.1 0.00
C 0.736215 3.011519 -0.896070 0.1 0.1 0.0 0.00
N 0.559518 2.050811 0.003202 0.0 -0.2 -0.2 0.03
H -0.795375 -1.413069 2.708742 0.0 0.0 0.0 0.01
H 0.929694 -1.266155 3.045405 0.0 -0.1 0.0 0.00
H 0.386928 -3.992581 2.701751 0.0 0.0 0.0 0.00
H 0.841935 -5.739326 0.986208 0.0 0.0 0.0 0.00
H 1.160698 -5.047353 -1.392573 0.0 0.0 0.0 0.00
H 1.031763 -2.615291 -1.950848 0.0 0.0 0.0 0.00
H -0.143914 3.862305 2.729489 0.0 0.0 0.0 0.00
H 0.193643 5.716865 1.055364 0.0 0.0 0.0 0.00
H 0.760065 5.109024 -1.294751 0.0 0.0 0.0 0.00
H 0.998788 2.697474 -1.894306 0.0 0.0 0.0 0.00
C -0.484953 1.794359 -4.144475 0.1 -0.1 -0.1 0.00
Si -0.343165 0.007259 -3.609430 -0.9 0.5 0.4 0.00
C 1.106544 -0.768842 -4.400064 0.7 -0.4 -0.5 0.01
C -1.942628 -0.885729 -3.950310 0.2 -0.1 -0.1 0.00
O -0.093996 -0.102171 -1.943161 -0.5 -0.1 0.1 0.15
H -0.672234 1.807428 -5.222562 0.0 0.0 0.0 0.00
H 0.447749 2.341622 -3.989459 0.0 0.0 0.0 0.00
H -1.302182 2.339207 -3.670761 0.0 0.0 0.1 0.00
H 0.874247 -0.961020 -5.453137 0.0 0.0 0.0 0.00
H 1.410457 -1.728575 -3.978229 -0.1 0.0 0.1 0.00
H 1.995063 -0.134556 -4.380412 -0.1 0.1 0.1 0.00
H -2.218947 -0.750427 -4.999415 0.0 0.0 0.0 0.00
H -2.774402 -0.526666 -3.344425 0.0 0.1 0.1 0.00
H -1.836953 -1.958601 -3.773384 0.0 0.0 0.0 0.00
F 2.828220 -0.411915 0.481764 0.0 0.3 0.0 0.04
B 3.565947 -0.093084 -0.779721 0.0 -0.1 0.3 0.04
F 2.495778 0.634448 -1.493875 -0.1 -0.2 -0.2 0.02
F 3.814721 -1.254620 -1.432003 0.0 0.0 0.0 0.00
F 4.598813 0.722291 -0.516124 -0.1 0.0 -0.1 0.00
```
Forces are in eV/Å.

=====

This record from OMol25 describes a single C15H19BrN2OS molecule. The level of theory is ωB97M-V/def2-TZVPD.

Summary:
- calculated total energy (eV) = -101769.4237
- lowest unoccupied orbital energy (eV) = 0.16
- energy relative to the best compared isomer or geometry (same formula, charge and spin) (kcal/mol) = 0.0

Structure (XYZ):
```
39
Properties=species:S:1:pos:R:3:forces:R:3:nbo_charge:R:1
C -6.500089 -2.391604 1.020312 0.3 0.1 0.0 -0.63
C -5.077847 -1.846949 1.200930 -0.1 -0.1 0.1 -0.21
N -4.441566 -1.232908 0.053243 0.0 0.0 0.0 -0.48
C -4.092319 -2.102097 -1.052571 0.0 0.0 -0.2 -0.20
C -5.178668 -2.394548 -2.094401 0.2 0.0 0.3 -0.63
C -4.946520 0.075729 -0.318805 0.1 0.2 0.3 -0.22
C -4.358218 1.154359 0.604344 -0.2 0.0 -0.2 -0.23
N -2.923432 1.015476 0.647416 -0.1 -0.1 0.0 -0.60
C -2.083280 1.972753 0.199220 -0.2 -0.2 0.3 0.63
O -2.439474 3.096847 -0.103262 0.0 0.2 -0.1 -0.62
C -0.659633 1.579940 0.133320 0.6 0.0 -0.2 -0.26
C -0.047739 0.375668 0.297051 -0.5 0.4 0.0 -0.23
C 1.359997 0.447592 0.118448 0.5 0.4 -0.1 0.00
C 2.307759 -0.575594 0.209095 0.2 0.0 0.0 -0.24
C 3.628997 -0.262856 -0.005842 0.0 -0.3 0.1 -0.08
Br 4.941183 -1.641435 0.113907 -0.1 0.2 0.0 0.05
C 4.049626 1.033845 -0.309635 0.0 0.1 0.0 -0.24
C 3.125318 2.050582 -0.402885 0.1 0.0 0.0 -0.19
C 1.783544 1.758838 -0.189717 -0.4 -0.1 0.1 -0.23
S 0.448156 2.864604 -0.255980 0.0 -0.3 0.0 0.47
H -6.918742 -2.633079 1.994265 -0.1 0.0 0.1 0.21
H -7.142523 -1.653065 0.546975 -0.1 0.0 0.0 0.20
H -6.502130 -3.296201 0.418694 -0.1 -0.1 -0.1 0.20
H -5.092829 -1.095798 1.995166 0.0 -0.1 0.1 0.19
H -4.428055 -2.662800 1.534176 0.0 0.1 0.1 0.19
H -3.742504 -3.045051 -0.624322 0.1 0.0 0.0 0.19
H -3.243272 -1.636902 -1.570115 0.0 -0.1 0.0 0.19
H -5.542309 -1.473763 -2.543538 -0.1 0.1 -0.1 0.20
H -4.758245 -3.015109 -2.882102 0.0 -0.1 -0.1 0.21
H -6.022218 -2.919732 -1.658485 -0.1 -0.1 0.0 0.20
H -6.042824 0.142124 -0.294388 0.0 0.0 -0.1 0.18
H -4.615717 0.289510 -1.336742 -0.1 0.0 0.0 0.21
H -4.761543 1.059994 1.617467 -0.1 0.1 -0.1 0.19
H -4.586305 2.152259 0.225588 0.0 -0.1 0.1 0.24
H -2.606773 0.065811 0.770453 0.1 0.1 -0.1 0.41
H -0.553934 -0.544713 0.529921 -0.2 -0.2 0.0 0.22
H 2.002716 -1.583817 0.443011 0.0 -0.1 0.0 0.23
H 5.097983 1.230862 -0.469901 0.1 0.0 0.0 0.23
H 3.434581 3.056508 -0.637350 0.1 0.1 0.0 0.22
```
Forces are in eV/Å.

=====

This record from OMol25 describes a molecular structure, C15H19ClN3O7P2Tc. The level of theory is ωB97M-V/def2-TZVPD.

Summary:
- calculated total energy (eV) = -67974.2636
- lowest unoccupied orbital energy (spin up / spin down) (eV) = 2.51 / 1.61
- energy relative to the best compared isomer or geometry (same formula, charge and spin) (kcal/mol) = 0.0
- multiplicity = 4
- charge = -1

Structure (XYZ):
```
48
Properties=species:S:1:pos:R:3:forces:R:3:mulliken_spin:R:1
Tc -0.752161 0.343730 -0.547426 0.0 -0.1 -0.1 2.63
C -0.972575 -1.060343 1.229773 0.0 0.0 0.1 -0.01
C 0.263856 -1.688375 0.800168 0.0 0.0 0.0 0.11
C 1.298934 -0.801339 1.045811 0.1 0.0 0.0 0.05
C 0.773359 0.329979 1.767691 0.0 0.0 0.0 0.02
C -0.592349 0.139364 1.945383 0.0 0.0 0.0 0.11
C -1.512849 0.899081 2.843967 0.0 0.0 0.0 0.03
C 1.622803 1.443390 2.287208 0.0 0.0 0.0 -0.01
C 2.720459 -0.913766 0.601337 0.0 0.0 0.0 -0.01
C 0.352005 -3.048528 0.192845 0.0 0.0 0.0 0.00
C -2.237297 -1.816030 1.516265 0.0 0.0 0.0 0.00
H -2.504933 1.000386 2.407835 0.0 0.0 0.0 0.00
H -1.146211 1.902320 3.049899 0.0 0.0 0.0 0.00
H -1.614741 0.365322 3.794314 0.0 0.0 0.0 0.00
H 2.150925 1.942426 1.471271 0.0 0.0 0.0 0.01
H 2.377870 1.058464 2.977875 0.0 0.0 0.0 0.01
H 1.030543 2.185756 2.820196 0.0 0.0 0.0 0.00
H 2.962216 -0.107332 -0.097609 0.0 0.0 0.0 0.01
H 2.923032 -1.859228 0.101672 0.0 0.0 0.0 0.00
H 3.408620 -0.824417 1.445951 0.0 0.0 0.0 0.00
H 1.346336 -3.257902 -0.197848 0.0 0.0 0.0 0.01
H -0.367845 -3.168784 -0.617196 0.0 0.0 0.0 0.00
H 0.126946 -3.806955 0.948724 0.0 0.0 0.0 0.00
H -3.085681 -1.141965 1.636593 0.0 0.0 0.0 0.00
H -2.134918 -2.382305 2.447887 0.0 0.0 0.0 0.00
H -2.473074 -2.521160 0.720140 0.0 0.0 0.0 0.00
O 0.677923 3.651707 -2.818832 0.0 0.0 -0.1 0.00
P -0.071845 2.744792 -1.759399 0.0 0.0 0.1 -0.01
O -0.743626 1.571315 -2.418832 0.0 -0.1 0.1 0.00
O 0.791982 2.262804 -0.611691 0.0 0.2 0.0 0.06
O -1.169764 3.760461 -1.170024 0.0 -0.1 0.0 0.00
P -1.900705 3.311846 0.243608 0.0 0.1 0.0 0.00
O -0.737005 3.625531 1.291872 0.0 0.0 0.0 0.00
O -3.099968 4.102966 0.489402 0.0 0.0 0.0 0.00
O -2.040536 1.781488 0.130786 0.0 0.0 0.0 0.02
H 0.608519 4.590017 -2.613514 0.0 0.0 0.0 0.00
H 0.075018 3.181058 0.976586 0.0 0.0 0.0 0.00
N 0.504282 -0.770489 -1.743170 0.0 -0.1 -0.1 -0.06
C 1.214146 -1.364227 -2.440663 -0.1 0.0 0.0 0.06
C 2.082277 -2.109280 -3.213035 0.0 0.0 0.1 0.02
C 2.147043 -1.942249 -4.617861 0.0 0.0 0.0 0.00
N 2.213031 -1.814096 -5.762105 0.0 0.0 0.0 0.01
C 2.909989 -3.046231 -2.545543 0.0 0.0 -0.1 0.00
N 3.565739 -3.803710 -1.971512 0.0 0.0 0.0 0.01
Cl -2.427396 -2.133794 -2.032449 0.0 0.0 0.0 0.01
C -2.500197 -0.492124 -1.322893 -0.1 0.1 -0.1 -0.12
H -3.272078 -0.502323 -0.557990 0.0 0.0 0.0 0.01
H -2.790100 0.182744 -2.125465 0.0 0.0 0.0 0.01
```
Forces are in eV/Å.

=====

This record from OMol25 describes a single C15H19N3 molecule. The level of theory is ωB97M-V/def2-TZVPD.

Summary:
- calculated total energy (eV) = -20331.5040
- lowest unoccupied orbital energy (eV) = 0.72
- energy relative to the best compared isomer or geometry (same formula, charge and spin) (kcal/mol) = 55.6

Structure (XYZ):
```
37
Properties=species:S:1:pos:R:3:forces:R:3:nbo_charge:R:1
C 3.984359 -1.246896 0.581303 0.4 0.0 0.9 -0.22
C 2.895390 -1.949657 0.055954 -0.4 0.4 -0.5 -0.22
C 1.707988 -1.249905 -0.259773 0.4 0.9 0.7 -0.22
C 1.566193 0.115467 0.189478 0.7 -0.3 0.4 -0.02
C 0.242173 0.930909 0.322236 -0.1 1.6 -1.8 0.16
N -0.951027 0.084040 0.457187 0.6 0.6 -0.2 -0.48
C -2.316082 0.685739 0.347040 0.6 0.1 0.2 -0.22
C -3.362905 -0.375337 -0.046849 0.1 0.3 -0.2 -0.40
C -3.301732 -1.593873 0.877398 -0.3 0.2 0.0 -0.40
C -1.868455 -2.064311 1.076112 0.2 -0.1 0.0 -0.40
C -0.844838 -0.997470 1.462213 0.1 0.2 -0.5 -0.22
N 0.315536 1.669192 -1.036814 0.2 1.4 -0.3 -0.37
C -0.010840 1.317600 -2.328463 -0.2 -0.1 -0.6 -0.11
C 0.237072 2.459360 -3.145795 -0.5 -2.3 2.0 -0.10
N 0.741007 3.462537 -2.356628 0.9 -0.8 0.7 -0.45
C 0.887730 2.936623 -1.135654 -1.5 -0.4 -0.7 0.14
C 2.737566 0.824398 0.526421 0.4 -1.0 0.7 -0.20
C 3.929834 0.135808 0.844748 -0.7 -0.6 -0.6 -0.21
H 4.900824 -1.803183 0.836744 -0.5 0.3 0.0 0.21
H 2.935415 -3.062654 -0.056668 0.1 1.3 -0.3 0.22
H 0.958318 -1.739926 -0.891258 -0.2 0.1 0.9 0.23
H 0.254976 1.972786 1.007312 0.4 -3.1 -0.9 0.20
H -2.293293 1.490778 -0.405086 0.1 -0.3 0.2 0.22
H -2.627692 1.152353 1.311733 0.2 -0.2 -0.3 0.17
H -3.225924 -0.697333 -1.089701 0.3 0.1 0.2 0.20
H -4.358020 0.103029 -0.041667 0.3 -0.2 0.2 0.21
H -3.785073 -1.355886 1.824339 0.0 0.1 0.2 0.20
H -3.882479 -2.404721 0.423309 0.0 0.1 0.2 0.21
H -1.792407 -2.890699 1.795914 -0.2 0.1 -0.2 0.21
H -1.559254 -2.410733 0.085798 0.2 -0.3 0.1 0.20
H 0.149272 -1.466665 1.325053 -0.7 0.4 0.5 0.23
H -0.927694 -0.659542 2.528238 -0.1 0.0 -0.7 0.17
H -0.287246 0.250567 -2.534401 0.0 1.5 0.0 0.22
H 0.053978 2.469200 -4.216100 0.2 0.5 0.3 0.21
H 1.396278 3.359256 -0.266298 -0.5 0.3 -0.5 0.19
H 2.751288 1.911717 0.548547 -0.3 -0.2 0.6 0.21
H 4.749754 0.637443 1.384064 -0.3 -0.2 -0.8 0.22
```
Forces are in eV/Å.

=====

This record from OMol25 describes a single C15H19N3O4 molecule. The level of theory is ωB97M-V/def2-TZVPD.

Summary:
- calculated total energy (eV) = -28521.6142
- lowest unoccupied orbital energy (eV) = 0.15
- energy relative to the best compared isomer or geometry (same formula, charge and spin) (kcal/mol) = 78.9

Structure (XYZ):
```
41
Properties=species:S:1:pos:R:3:forces:R:3:nbo_charge:R:1
C 2.148814 -2.749054 1.369544 1.3 -1.2 -1.8 -0.63
C 1.905294 -1.526525 0.531882 -2.2 -2.2 -0.5 0.09
O 2.070779 -1.766499 -0.873121 1.8 2.1 1.2 -0.73
C 0.484500 -1.096634 0.852020 -0.3 0.8 -2.1 -0.17
N 0.205578 -1.245338 2.247961 -1.0 0.9 2.0 -0.83
C -0.655797 -1.896395 0.003635 1.9 1.3 1.1 0.73
O -0.458315 -2.864904 -0.704283 -0.3 0.2 0.3 -0.63
N -1.873771 -1.347083 0.237236 -1.1 0.0 -0.2 -0.66
C -2.207153 0.067210 0.512415 -1.2 0.0 2.2 -0.14
C -2.325723 0.855528 -0.752814 -0.2 1.5 -1.0 -0.42
C -0.974293 0.933600 -1.384401 -5.9 -3.2 -2.0 -0.12
C -0.609928 0.090671 -2.435033 -1.2 -0.3 2.2 0.00
N 0.721331 0.279414 -2.601074 -2.0 -0.9 -1.8 -0.50
C 1.093559 1.361873 -1.871335 -1.9 -0.8 0.8 0.14
C 2.302765 1.866335 -1.698500 4.6 -0.9 -1.8 -0.22
C 2.599822 2.809537 -0.767276 0.0 2.4 1.6 -0.23
C 1.539725 3.252298 0.130838 0.0 -0.5 -1.3 -0.22
C 0.279771 2.706045 -0.077124 0.0 0.9 1.6 -0.22
C -0.003469 1.753290 -1.041985 4.7 1.6 -0.6 -0.12
C -3.596648 -0.057834 1.191847 -0.3 2.5 0.2 0.78
O -4.612163 -0.149592 0.582420 -0.4 -1.2 -0.5 -0.55
O -3.686200 0.332161 2.499846 -1.1 -1.0 -0.8 -0.67
H 2.992276 -3.256640 0.864059 0.0 0.0 0.6 0.21
H 2.366276 -2.560586 2.407268 -0.1 -0.1 0.2 0.22
H 1.288541 -3.386539 1.190351 -0.1 -0.3 0.6 0.22
H 2.490781 -0.741533 0.859296 1.8 1.7 0.0 0.17
H 1.520112 -2.470056 -1.130824 -1.4 -1.5 -0.2 0.49
H 0.472116 -0.038624 0.521319 -0.6 -0.4 0.0 0.20
H 0.658307 -0.576520 2.923830 0.0 -0.8 -1.4 0.37
H -0.768431 -0.977812 2.340791 -0.2 -0.4 0.4 0.35
H -2.684260 -1.818719 -0.228364 1.1 0.5 0.5 0.42
H -1.687184 0.764603 1.286007 0.5 -2.0 -1.4 0.22
H -3.003095 0.338947 -1.473561 0.1 0.6 0.8 0.24
H -2.647897 1.933909 -0.517399 -0.1 -1.6 -0.3 0.23
H -1.190558 -0.770023 -2.903629 1.0 1.5 0.7 0.23
H 0.946311 -0.295307 -3.389260 2.2 0.6 -0.2 0.43
H 3.061299 1.314455 -2.356328 -0.5 1.5 1.1 0.22
H 3.583325 3.344120 -0.770374 -0.9 -0.9 0.2 0.22
H 1.572588 4.009226 0.946280 0.7 -0.6 -0.9 0.22
H -0.472581 3.029740 0.632169 -0.3 -0.1 -0.1 0.20
H -2.846403 0.549256 2.845667 1.5 0.2 0.7 0.47
```
Forces are in eV/Å.